# 1
ORCA calculation (ωB97M-V/def2-TZVPD) on a molecular structure, C5H5GdO.

The LUMO energy (alpha / beta) is -13.5 / -15.0 eV. Its net charge is +3. The frontier orbital gap (alpha / beta) is 7.01 / 6.37 eV. Its spin multiplicity is 9. The calculation puts the HOMO energy (alpha / beta) at -20.5 / -21.3 eV. The total energy is -28110.522 eV. Its expectation value of S² is 21.04. The calculation puts the molecular weight at 238.34 Da.

CARTESIAN COORDINATES (ANGSTROEM)
C (1.0885, -1.1654, -1.0487)
C (-0.1764, -0.9242, -1.6474)
H (2.0029, -1.0048, -1.6210)
H (1.1594, -1.8143, -0.1759)
H (-1.0710, -1.3872, -1.2311)
H (-0.2354, -0.5769, -2.6793)
C (0.3856, 0.4703, -0.5862)
C (-0.1501, 0.6777, 0.6294)
H (0.8242, 1.2476, -1.2090)
C (-0.7366, 0.9569, 1.7305)
O (-0.9997, 1.4661, 2.7947)
Gd (-2.0914, 2.0541, 5.0441)

Atomic partial charges in e from the Löwdin method, atoms 1 to 8: 0.08, 0.09, 0.15, 0.14, 0.14, 0.15, 0.05, 0.17

# 2
ORCA calculation (ωB97M-V/def2-TZVPD) on C5H5I in the gas phase.

The LUMO energy is 0.1 eV. The calculation puts the energy relative to the best compared isomer or geometry (same formula, charge and spin) at 23.5 kcal/mol. The frontier orbital gap is 9.29 eV. The calculation puts the HOMO energy at -9.2 eV. The total energy is -13360.962 eV. The calculation puts the molecular weight at 192.00 Da.

CARTESIAN COORDINATES (ANGSTROEM)
C (0.1494, -1.2510, 0.1980)
C (-0.8839, -1.8820, -0.2431)
C (0.9773, -0.2116, 0.8366)
C (0.4874, 0.7751, -0.2348)
C (-0.7780, -0.0631, -0.6379)
I (-2.8674, 0.4636, 0.0457)
H (0.7012, 0.0870, 1.9395)
H (1.9914, -0.2836, 0.7233)
H (0.1955, 1.7364, 0.1906)
H (1.0315, 0.8831, -1.2087)
H (-1.0044, -0.2537, -1.6092)

Atomic partial charges in e from the natural (NBO) method, atoms 1 to 8: -0.19, 0.04, -0.44, -0.42, -0.19, 0.05, 0.24, 0.23

# 3
ORCA calculation (ωB97M-V/def2-TZVPD) on C5H5N in the gas phase.

The LUMO energy is 1.2 eV. The calculation puts the energy relative to the best compared isomer or geometry (same formula, charge and spin) at 123.2 kcal/mol. The frontier orbital gap is 10.00 eV. As for the SMILES: [C@@H]12[C@H]3[C@@H]1N1[C@H]3[C@H]21. The calculation puts the HOMO energy at -8.8 eV. The total energy is -6750.565 eV. The calculation puts the molecular weight at 79.10 Da.

CARTESIAN COORDINATES (ANGSTROEM)
C (0.2878, -0.6222, 0.7566)
C (-0.9584, 0.1870, 0.4995)
C (-0.4905, -0.9254, -0.4785)
N (0.2670, 0.0811, -1.2897)
C (1.1177, 0.3414, -0.1026)
C (-0.1290, 1.1491, -0.3632)
H (0.4591, -1.2537, 1.6177)
H (-1.7313, 0.4374, 1.2276)
H (-0.6346, -1.9091, -0.9252)
H (2.1956, 0.3646, -0.2325)
H (-0.3834, 2.1497, -0.7097)

Atomic partial charges in e from the natural (NBO) method, atoms 1 to 8: -0.28, -0.25, -0.06, -0.38, -0.09, -0.07, 0.23, 0.24

# 4
ORCA calculation (ωB97M-V/def2-TZVPD) on C5H5N in the gas phase.

The LUMO energy is 0.4 eV. The calculation puts the energy relative to the best compared isomer or geometry (same formula, charge and spin) at 125.6 kcal/mol. The frontier orbital gap is 9.50 eV. As for the SMILES: [H]/N=C(\C)C1=C=C1. The calculation puts the HOMO energy at -9.1 eV. The total energy is -6750.463 eV. The calculation puts the molecular weight at 79.10 Da.

CARTESIAN COORDINATES (ANGSTROEM)
C (1.7529, 0.9565, 1.2000)
C (0.5434, 1.7498, 1.4847)
C (0.4294, 0.6342, 0.6781)
C (-0.3352, -0.4296, 0.0111)
C (0.1292, -0.7341, -1.2537)
N (-1.3287, -0.8289, 0.6640)
H (0.1198, 2.7489, 1.6962)
H (-0.7063, -0.8903, -2.0610)
H (0.7589, 0.0698, -1.6115)
H (0.7265, -1.7336, -1.0857)
H (-2.0900, -1.5427, 0.2779)

Atomic partial charges in e from the natural (NBO) method, atoms 1 to 8: -0.07, -0.16, -0.05, 0.21, -0.67, -0.60, 0.24, 0.24

# 5
ORCA calculation (ωB97M-V/def2-TZVPD) on C5H5N in the gas phase.

The LUMO energy is 0.7 eV. The calculation puts the energy relative to the best compared isomer or geometry (same formula, charge and spin) at 43.8 kcal/mol. The frontier orbital gap is 10.68 eV. As for the SMILES: C=C=C(C)C#N. The calculation puts the HOMO energy at -10.0 eV. The total energy is -6754.008 eV. The calculation puts the molecular weight at 79.10 Da.

CARTESIAN COORDINATES (ANGSTROEM)
C (1.1527, -0.8897, 0.6687)
C (-0.2001, -0.3734, 0.2358)
C (-0.3442, 0.5204, -0.7161)
C (-0.4347, 1.5607, -1.4897)
C (-1.3816, -0.7811, 0.9535)
N (-2.3271, -1.0630, 1.5607)
H (1.9360, -0.2688, 0.2267)
H (1.2434, -0.8441, 1.7581)
H (1.3034, -1.9262, 0.3536)
H (-0.3750, 2.5203, -0.9854)
H (-0.5728, 1.5449, -2.5659)

Atomic partial charges in e from the natural (NBO) method, atoms 1 to 8: -0.60, -0.22, 0.17, -0.46, 0.27, -0.31, 0.23, 0.23

# 6
ORCA calculation (ωB97M-V/def2-TZVPD) on C5H5N in the gas phase.

The LUMO energy is -0.1 eV. The calculation puts the energy relative to the best compared isomer or geometry (same formula, charge and spin) at 114.6 kcal/mol. The frontier orbital gap is 10.22 eV. The calculation puts the HOMO energy at -10.3 eV. The total energy is -6750.938 eV. The calculation puts the molecular weight at 79.10 Da.

CARTESIAN COORDINATES (ANGSTROEM)
C (-1.6427, 1.6027, 0.5985)
C (-0.8629, 0.9840, 1.7273)
C (-0.3728, 0.7252, 0.5826)
C (0.8344, -1.3899, -0.0642)
C (0.3837, 0.0270, -0.4697)
N (-2.0236, 2.1680, -0.3342)
H (1.3762, -1.5522, -0.9678)
H (0.0077, -1.9442, 0.1008)
H (1.4704, -1.2792, 0.7755)
H (-0.3451, -0.0235, -1.2948)
H (1.1748, 0.6820, -0.6541)

Atomic partial charges in e from the natural (NBO) method, atoms 1 to 8: 0.16, -0.06, 0.05, -0.57, -0.45, -0.27, 0.22, 0.21